[1]
{"formula": "C4H10NO4", "method": "ωB97M-V/def2-TZVPD", "species": ["C", "O", "C", "C", "C", "O", "O", "N", "H", "H", "H", "H", "H", "H", "H", "H", "H", "H", "O"], "xyz": [[0.237, -1.951, 0.328], [1.222, -2.824, -0.223], [0.080, -0.636, -0.452], [-0.762, 0.352, 0.368], [-0.694, 1.817, -0.348], [-0.538, 2.757, 0.454], [-0.735, 1.805, -1.592], [-0.359, -1.008, -1.799], [-0.744, -2.417, 0.352], [0.693, -1.737, 1.297], [1.159, -2.688, -1.181], [1.102, -0.259, -0.552], [-0.384, 0.498, 1.377], [-1.805, 0.040, 0.317], [-1.359, -1.107, -1.891], [-0.046, -0.267, -2.406], [0.498, 2.317, 2.564], [1.111, 2.927, 1.303], [1.325, 2.383, 2.084]], "orbital_gap_ev": 8.15, "charge": -1, "molar_mass_g_mol": 136.127, "e_above_lowest_kcal_mol": 11.4, "e_homo_ev": -4.4, "largest_force_ev_per_a": 2.4}

=====

[2]
{"formula": "C3H13N2O", "method": "ωB97M-V/def2-TZVPD", "species": ["C", "C", "C", "N", "N", "H", "H", "H", "H", "H", "H", "H", "H", "H", "H", "H", "H", "H", "O"], "xyz": [[0.167, -1.436, 0.215], [-0.310, -0.827, -1.082], [-1.588, 0.026, -1.022], [-1.355, 1.255, -0.167], [0.562, -0.452, 1.278], [-0.587, -2.148, 0.554], [1.013, -2.105, 0.049], [0.498, -0.334, -1.620], [-0.508, -1.652, -1.773], [-2.360, -0.565, -0.527], [-1.750, 0.353, -2.043], [-1.993, 1.944, -0.556], [-1.730, 1.047, 0.748], [1.145, -0.890, 1.988], [-0.283, -0.042, 1.648], [1.168, 0.248, 0.804], [3.035, 1.611, -0.116], [2.576, 2.323, 1.125], [2.298, 1.644, 0.498]], "orbital_gap_ev": 10.36, "charge": 1, "molar_mass_g_mol": 93.150, "e_above_lowest_kcal_mol": 17.1, "e_homo_ev": -13.6, "largest_force_ev_per_a": 2.2}

=====

[3]
{"formula": "C10H15NO5P", "method": "ωB97M-V/def2-TZVPD", "species": ["C", "C", "C", "O", "O", "C", "C", "C", "C", "C", "C", "C", "P", "O", "O", "O", "N", "H", "H", "H", "H", "H", "H", "H", "H", "H", "H", "H", "H", "H", "H", "H"], "xyz": [[1.876, -1.914, 0.302], [2.659, -0.693, -0.177], [2.518, 0.477, 0.758], [2.289, 0.393, 1.933], [2.702, 1.722, 0.182], [1.603, 2.180, -0.574], [0.405, 2.484, 0.334], [-0.478, 1.320, 0.651], [-0.776, 0.914, 1.933], [-1.578, -0.192, 2.131], [-2.086, -0.895, 1.038], [-1.785, -0.481, -0.225], [-2.320, -1.379, -1.726], [-1.240, -2.268, -2.148], [-3.712, -2.004, -1.348], [-2.757, -0.261, -2.756], [-1.002, 0.613, -0.368], [0.802, -1.777, 0.164], [2.060, -2.115, 1.354], [2.163, -2.793, -0.270], [2.322, -0.420, -1.176], [3.720, -0.942, -0.236], [1.914, 3.103, -1.056], [1.351, 1.488, -1.387], [-0.209, 3.254, -0.143], [0.767, 2.906, 1.268], [-0.358, 1.473, 2.757], [-1.796, -0.514, 3.139], [-2.701, -1.769, 1.189], [-3.597, -2.898, -0.993], [-1.993, 0.073, -3.244], [-0.764, 0.916, -1.304]], "orbital_gap_ev": 9.07, "charge": 1, "molar_mass_g_mol": 260.206, "e_above_lowest_kcal_mol": 0.0, "smiles": "CCC(=O)OCCc1cccc(P(=O)(O)O)[nH+]1", "e_homo_ev": -13.8, "largest_force_ev_per_a": 0.7}

=====

[4]
{"formula": "C4H6O2", "method": "ωB97M-V/def2-TZVPD", "species": ["O", "C", "C", "C", "C", "O", "H", "H", "H", "H", "H", "H"], "xyz": [[-0.242, -1.604, 1.233], [-0.210, -0.379, 1.624], [-0.051, 0.676, 0.373], [-0.998, 0.341, -0.596], [0.635, 0.057, -0.905], [1.025, 0.801, -1.772], [-1.150, 0.062, 2.010], [0.147, 1.741, 0.487], [0.537, -0.093, 2.377], [-1.446, -0.648, -0.612], [-1.462, 1.114, -1.200], [1.011, -0.965, -0.832]], "orbital_gap_ev": 6.07, "molar_mass_g_mol": 86.090, "e_above_lowest_kcal_mol": 139.1, "e_homo_ev": -8.6, "largest_force_ev_per_a": 2.4}